{
  "formula": "C16H51N3O8",
  "method": "wB97M-V/def2-TZVPD",
  "elements": ["O", "O", "O", "O", "O", "O", "O", "O", "N", "N", "N", "C", "C", "C", "C", "C", "C", "C", "C", "C", "C", "C", "C", "C", "C", "C", "C", "H", "H", "H", "H", "H", "H", "H", "H", "H", "H", "H", "H", "H", "H", "H", "H", "H", "H", "H", "H", "H", "H", "H", "H", "H", "H", "H", "H", "H", "H", "H", "H", "H", "H", "H", "H", "H", "H", "H", "H", "H", "H", "H", "H", "H", "H", "H", "H", "H", "H", "H"],
  "positions_angstrom": [[-0.69116, 3.03176, -1.10803], [3.89933, 2.05814, 2.78124], [-5.51956, 0.66981, -2.35921], [2.07107, -1.85037, 1.45274], [0.68869, 1.14193, -2.75441], [0.67856, 2.29655, 0.09101], [1.73935, 0.43326, 5.36860], [2.64303, 2.88971, 1.23658], [-4.71113, 2.11213, 0.20475], [0.37352, -1.89701, -3.03199], [2.61640, -1.79335, -2.32921], [-2.39408, 1.48800, -0.41841], [2.70351, -2.38628, -1.01983], [-0.56664, -0.97515, -2.33745], [-0.05894, 1.58510, 1.05674], [1.18858, -2.91301, 1.71660], [-4.32803, 0.36441, -1.56260], [-0.20727, -0.88642, 4.55935], [0.88207, 0.64250, 1.79345], [-6.12959, -0.46010, -2.86034], [0.27211, 0.21223, -1.72114], [-1.22319, -1.77985, -1.25989], [2.00312, -1.51746, 0.05821], [4.12328, -2.73871, -0.69346], [1.33179, -0.68252, 4.58313], [1.71232, 2.02873, -2.26768], [-3.86768, 1.69356, -0.85431], [1.88378, 2.34719, 1.02343], [-6.36240, -1.23076, -2.12551], [1.95148, -1.54249, 4.83719], [0.96918, -1.34845, -0.24264], [-0.86397, 0.98748, 0.62910], [-0.56347, -2.30537, -0.56943], [4.66861, -1.79622, -0.64427], [1.63464, -0.45204, 3.56173], [-0.49083, -0.98569, 5.60712], [2.45433, -0.53408, -0.07403], [-1.98085, -2.38473, -1.75803], [-4.80700, 1.36529, 0.87791], [-2.39017, 0.61239, 0.23074], [1.34262, -3.07336, 2.78369], [-4.59583, -0.34475, -0.77935], [-0.81257, -0.11716, 4.07984], [-0.07765, -2.72263, -3.39927], [-1.29897, -0.59579, -3.05010], [-0.54195, 2.21776, 1.80142], [1.10024, -0.32253, -1.25602], [2.17810, 2.56827, -3.09233], [3.03039, 3.10442, 0.38801], [4.08688, -3.29446, 0.24352], [-0.17182, 0.83048, -0.94090], [-0.28127, 3.81953, -1.46528], [-1.92945, 2.26939, 0.18295], [-1.73721, 1.23515, -1.25069], [4.19041, 2.88226, 3.17156], [0.14306, -2.64350, 1.56708], [1.18430, -2.22321, -2.52567], [1.36022, 2.80887, -1.59277], [-1.72433, -1.13363, -0.53922], [3.24191, 2.31738, 2.13562], [-5.47140, -0.97443, -3.56061], [0.03646, 2.72943, -0.47637], [-1.14401, 2.63767, -1.85359], [1.80370, 1.12384, 2.12057], [4.50604, -3.43682, -1.43791], [2.62404, 0.68341, 5.09230], [3.32454, -2.34599, -2.79097], [1.05109, -0.27052, 1.22253], [-5.63041, 2.36977, -0.12485], [2.57835, 1.59414, -1.76844], [2.99355, -0.85641, -2.32819], [-0.44077, -1.79070, 3.99734], [-3.57323, -0.12558, -2.17763], [-7.08266, -0.20305, -3.32261], [2.21723, -3.35600, -1.12610], [0.48712, 0.39308, 2.77829], [1.58125, -3.77622, 1.17922], [-3.88074, 2.52177, -1.56282]],
  "lowdin_charge": [0.12, -0.09, -0.19, -0.20, -0.13, -0.18, -0.07, 0.02, 0.05, 0.03, 0.02, -0.09, -0.43, -0.35, -0.26, -0.08, -0.14, -0.06, -0.02, -0.16, -0.18, -0.07, -0.21, -0.05, -0.32, -0.10, -0.40, -0.01, 0.08, 0.11, 0.06, 0.05, 0.06, 0.10, 0.05, 0.07, 0.13, 0.09, 0.08, 0.09, 0.09, 0.12, 0.07, 0.06, 0.13, 0.14, 0.06, 0.09, 0.10, 0.08, 0.06, 0.15, 0.08, 0.06, 0.02, 0.09, -0.03, 0.06, 0.06, -0.20, 0.08, -0.29, 0.13, 0.08, 0.08, 0.07, 0.10, 0.06, 0.08, 0.09, 0.11, 0.06, 0.11, 0.09, 0.14, 0.05, 0.10, 0.14],
  "spin_multiplicity": 1,
  "lumo_ha": 0.006,
  "e_homo_ev": -8.238,
  "homo_lumo_gap_ev": 8.4,
  "relative_energy_ev": 10.0714
}